No. 1
Entry from the OMol25 dataset: a 2-piece molecular cluster, CH7N4OS overall at a distorted geometry (wB97M-V/def2-TZVPD).

Calculated values
- Gap between HOMO and LUMO: 7.87 eV
- Spin multiplicity: 1
- LUMO: -0.1815 hartree
- Relative energy (zero: lowest compared OMol25 entry of this formula, charge and spin): 91.1 kJ/mol
- Net charge: +1

Last column: natural (NBO) charge in e.
CARTESIAN COORDINATES (ANGSTROEM)
C (-0.91635, 0.83928, -0.00053)  0.54
N (-2.09867, 0.67166, 0.47796)  -0.30
N (-0.30697, -0.28357, -0.46558)  -0.78
N (-0.45870, 2.09042, -0.17081)  -0.77
N (-2.34221, -0.63852, 0.68617)  -0.53
O (2.16136, -0.99768, 0.46780)  -0.98
S (-1.21770, -1.62302, -0.26532)  1.00
H (1.80277, -1.62788, 1.12389)  0.49
H (0.62557, -0.49051, -0.72105)  0.48
H (-0.83125, 2.85666, 0.35327)  0.43
H (0.51933, 2.27212, 0.00330)  0.40
H (3.02622, -0.73090, 0.78888)  0.50
H (-3.26202, -1.04160, 0.85046)  0.44
H (-1.63070, -1.75526, -1.63044)  0.07

***

No. 2
Entry from the OMol25 dataset: CH7N6 as an isolated structure at a distorted geometry (wB97M-V/def2-TZVPD).

Calculated values
- Gap between HOMO and LUMO: 10.87 eV
- Spin multiplicity: 1
- LUMO: -0.1328 hartree
- Relative energy (zero: lowest compared OMol25 entry of this formula, charge and spin): 492.2 kJ/mol
- Net charge: +1

Last column: natural (NBO) charge in e.
CARTESIAN COORDINATES (ANGSTROEM)
C (-0.12688, 0.03435, -0.77786)  0.35
N (-0.12010, -1.97889, 1.81893)  0.01
N (0.60965, -1.97981, 0.78955)  -0.07
N (-0.96069, -1.08305, 1.32504)  -0.30
N (-0.19872, -0.96319, 0.18765)  -0.18
N (1.02232, 0.05814, -1.46666)  -0.80
N (0.01978, 1.53853, 0.21942)  -0.83
H (-1.06154, 0.22831, -1.24567)  0.22
H (-1.91526, -0.78205, 1.71676)  0.45
H (0.93536, 0.34731, -2.50205)  0.44
H (1.71146, -0.56955, -1.14762)  0.43
H (0.28979, 2.30039, -0.37262)  0.43
H (0.74482, 1.28200, 0.92390)  0.44
H (-0.94998, 1.56752, 0.53123)  0.41

***

No. 3
Entry from the OMol25 dataset: CH7N6 as an isolated structure at a distorted geometry (wB97M-V/def2-TZVPD).

Calculated values
- Gap between HOMO and LUMO: 9.14 eV
- Spin multiplicity: 1
- LUMO: -0.1414 hartree
- Relative energy (zero: lowest compared OMol25 entry of this formula, charge and spin): 386.4 kJ/mol
- Net charge: +1

Last column: natural (NBO) charge in e.
CARTESIAN COORDINATES (ANGSTROEM)
C (0.90432, 0.41957, -0.02104)  0.41
N (-3.78625, 0.03944, -0.52805)  -0.09
N (-2.92959, 0.78482, 0.19414)  -0.23
N (-2.89710, -0.93049, -0.27950)  -0.20
N (-2.07723, -0.22863, 0.51149)  -0.28
N (2.10323, 0.53465, -0.63563)  -0.72
N (0.48659, -0.65566, 0.71961)  -0.72
H (0.30312, 1.29441, -0.09864)  0.22
H (-2.96043, -1.84633, -0.54844)  0.41
H (2.37130, 1.44450, -1.07659)  0.45
H (2.82575, -0.14176, -0.47207)  0.42
H (1.16235, -1.39555, 0.56419)  0.40
H (-3.01900, 1.67940, 0.67103)  0.42
H (-0.41484, -0.79043, 1.24320)  0.49

***

No. 4
Entry from the OMol25 dataset: a 2-piece molecular cluster, CH7NOS overall at a distorted geometry (wB97M-V/def2-TZVPD).

Calculated values
- Gap between HOMO and LUMO (spin up / spin down): 7.34 / 1.83 eV
- Spin multiplicity: 2
- LUMO (spin up / spin down): -0.1568 / -0.3592 hartree
- Relative energy (zero: lowest compared OMol25 entry of this formula, charge and spin): 139.5 kJ/mol
- Net charge: +1
- ⟨S²⟩: 0.755

Last column: natural (NBO) charge in e.
CARTESIAN COORDINATES (ANGSTROEM)
S (1.37627, 0.09954, 4.89746)  -0.27
H (0.16178, 0.51798, 5.24015)  0.14
H (0.89092, -0.30966, 3.67988)  0.13
N (-0.78480, -1.16940, -2.90413)  -0.36
C (-0.65937, 0.27002, -2.97446)  0.01
O (-1.24884, 0.82354, -4.18604)  -0.60
H (-0.29785, -1.72438, -2.19206)  0.44
H (-0.46971, -1.64553, -3.77002)  0.42
H (0.43000, 0.22140, -3.20554)  0.31
H (-1.20474, 0.89097, -2.25182)  0.29
H (-1.98005, 0.18150, -4.24753)  0.48

***

No. 5
Entry from the OMol25 dataset: a 2-piece molecular cluster, CH7NS2 overall (wB97M-V/def2-TZVPD).

Calculated values
- Gap between HOMO and LUMO: 9.51 eV
- Spin multiplicity: 1
- LUMO: 0.0201 hartree
- Relative energy (zero: lowest compared OMol25 entry of this formula, charge and spin): 11.7 kJ/mol

Last column: natural (NBO) charge in e.
CARTESIAN COORDINATES (ANGSTROEM)
C (-0.56072, -1.14535, -0.88652)  -0.77
S (-0.06477, -0.46521, 0.70497)  0.08
S (1.93952, -0.04710, 0.40827)  -0.13
H (-1.16204, -2.02743, -0.64721)  0.22
H (-1.21672, -0.49000, -1.45399)  0.23
H (0.27531, -1.45739, -1.51651)  0.24
H (1.83270, 1.28743, 0.33258)  0.13
N (-2.65746, 1.67435, -0.86752)  -1.08
H (-2.12650, 2.02681, -0.08307)  0.36
H (-2.95313, 0.72795, -0.64124)  0.35
H (-3.48649, 2.24232, -0.97663)  0.36

***

No. 6
Entry from the OMol25 dataset: a 2-piece molecular cluster, CH7NS2 overall (wB97M-V/def2-TZVPD).

Calculated values
- Gap between HOMO and LUMO (spin up / spin down): 8.78 / 5.46 eV
- Spin multiplicity: 2
- LUMO (spin up / spin down): -0.1781 / -0.3002 hartree
- Relative energy (zero: lowest compared OMol25 entry of this formula, charge and spin): 0.0 kJ/mol
- Net charge: +1
- ⟨S²⟩: 0.754

Last column: natural (NBO) charge in e.
CARTESIAN COORDINATES (ANGSTROEM)
N (-1.54053, 2.19716, -0.61445)  -1.05
H (-1.20886, 1.77929, -1.48334)  0.35
H (-2.52137, 2.42539, -0.79088)  0.38
H (-1.59228, 1.42835, 0.04363)  0.33
C (-0.01805, -1.41490, 0.57690)  -0.78
S (1.18760, -0.09718, 0.36162)  0.55
S (2.82521, -1.19173, 0.17505)  0.21
H (-1.00004, -0.97162, 0.41775)  0.28
H (0.17490, -2.17503, -0.19125)  0.27
H (0.09031, -1.86509, 1.56570)  0.28
H (3.60311, -0.11463, -0.06074)  0.19

***

No. 7
Entry from the OMol25 dataset: a 2-piece molecular cluster, CH7O2 overall at a distorted geometry (wB97M-V/def2-TZVPD).

Calculated values
- Gap between HOMO and LUMO (spin up / spin down): 4.50 / 13.03 eV
- Spin multiplicity: 2
- LUMO (spin up / spin down): 0.0277 / 0.0124 hartree
- Relative energy (zero: lowest compared OMol25 entry of this formula, charge and spin): 14.9 kJ/mol
- ⟨S²⟩: 0.751

Last column: natural (NBO) charge in e.
CARTESIAN COORDINATES (ANGSTROEM)
O (0.97517, 0.78724, -1.56119)  -1.00
H (0.49693, 1.41876, -2.10154)  0.49
H (1.80046, 1.15429, -1.21703)  0.48
H (0.20955, -0.27412, -0.66636)  0.50
C (-0.94206, -0.27232, 1.11387)  -0.38
O (-0.07373, -0.99983, 0.00349)  -0.87
H (-1.33386, 0.61380, 0.63045)  0.20
H (-1.66439, -1.03672, 1.36103)  0.21
H (-0.21569, -0.05512, 1.89540)  0.19
H (0.74763, -1.33596, 0.54189)  0.20

***

No. 8
Entry from the OMol25 dataset: a 2-piece molecular cluster, CH7O2 overall (wB97M-V/def2-TZVPD).

Calculated values
- Gap between HOMO and LUMO: 14.16 eV
- Spin multiplicity: 1
- LUMO: -0.1417 hartree
- Relative energy (zero: lowest compared OMol25 entry of this formula, charge and spin): 6.4 kJ/mol
- Net charge: +1

Last column: natural (NBO) charge in e.
CARTESIAN COORDINATES (ANGSTROEM)
O (-0.54998, 0.27051, 1.86971)  -0.91
H (0.22321, -0.09714, 2.30349)  0.53
H (-1.33372, 0.29688, 2.42210)  0.54
H (-0.54279, 0.18702, 0.53350)  0.53
C (0.68618, -0.33364, -1.28440)  -0.26
O (-0.51396, 0.10659, -0.56550)  -0.64
H (1.57095, -0.00419, -0.77106)  0.21
H (0.65300, -1.42071, -1.33026)  0.23
H (0.61001, 0.02436, -2.28991)  0.23
H (-0.80290, 0.97032, -0.88769)  0.54

***

No. 9
Entry from the OMol25 dataset: a 2-piece molecular cluster, CH7O2 overall at a distorted geometry (wB97M-V/def2-TZVPD).

Calculated values
- Gap between HOMO and LUMO: 14.02 eV
- Spin multiplicity: 1
- LUMO: -0.1466 hartree
- Relative energy (zero: lowest compared OMol25 entry of this formula, charge and spin): 39.5 kJ/mol
- Net charge: +1

Last column: natural (NBO) charge in e.
CARTESIAN COORDINATES (ANGSTROEM)
O (-1.15691, -1.41240, 0.74158)  -0.94
H (-2.07512, -1.53100, 0.50663)  0.52
H (-0.67477, -2.22551, 0.70560)  0.53
H (-0.67343, -0.02695, 0.36879)  0.55
C (1.11368, 0.71208, -0.69859)  -0.23
O (-0.27419, 0.94343, -0.02133)  -0.68
H (1.90462, 1.16189, -0.05400)  0.23
H (1.18865, -0.36565, -0.82891)  0.22
H (0.95304, 1.32551, -1.58152)  0.24
H (-0.30557, 1.41858, 0.86174)  0.55

***

No. 10
Entry from the OMol25 dataset: a 3-piece molecular cluster, CH7O2S overall at a distorted geometry (wB97M-V/def2-TZVPD).

Calculated values
- Gap between HOMO and LUMO: 6.39 eV
- Spin multiplicity: 1
- LUMO: 0.1389 hartree
- Relative energy (zero: lowest compared OMol25 entry of this formula, charge and spin): 139.8 kJ/mol
- Net charge: -1

Last column: natural (NBO) charge in e.
CARTESIAN COORDINATES (ANGSTROEM)
C (-0.25307, 0.77710, 1.81338)  -0.72
S (-0.89541, -0.91722, 1.40231)  -0.76
H (0.81257, 0.81902, 1.83460)  0.17
H (-0.44705, 1.62161, 1.18557)  0.16
H (-0.58624, 1.02183, 2.76242)  0.17
H (1.38747, -1.10448, -0.14088)  0.50
H (1.84508, -2.49044, 0.12263)  0.47
O (2.05798, -1.74276, -0.50660)  -0.98
H (-1.38732, -0.22555, -2.87994)  0.50
H (-1.39182, 1.54944, -2.46442)  0.50
O (-1.14217, 0.69145, -3.12907)  -1.00